152
Properties=species:S:1:pos:R:3:forces:R:3 method="wB97M-V/def2-TZVPD" largest_force_ev_per_a=4.44 spin_multiplicity=1 de_lowest_kj_mol=0.0 e_lumo_ev=-3.3 total_charge=+1 orbital_gap_ev=7.691 homo_ev=-11.01
H -0.5023 -1.6536 5.7870 0.240 0.186 1.242
H 2.3366 3.4809 -4.2858 -0.064 0.025 0.136
O -4.6351 -0.4130 -6.8895 0.074 -0.085 0.145
N 2.0762 -2.0116 6.5331 -1.124 1.740 -0.598
H -7.7306 -7.0892 7.7238 0.044 0.028 -0.090
H 6.1077 1.6892 2.0116 -0.113 0.879 -0.694
H -9.4703 0.7001 -0.4891 -0.105 -0.154 0.046
C 3.2391 1.6955 3.2242 -0.201 -1.377 0.081
O -5.2682 -6.1870 8.2497 0.109 0.151 0.009
H 5.8512 -1.7379 -0.3616 -0.910 -0.752 -0.223
H -1.7372 -0.0729 -3.8090 -0.556 0.489 -0.695
H -0.9831 -0.7221 -6.6449 0.787 0.617 0.413
H 9.4141 -1.4851 3.7551 0.078 -0.006 0.169
H 1.0367 -1.7981 -5.7369 -0.724 0.665 0.796
C -5.1678 -3.0697 7.9129 0.128 0.078 0.091
C 2.7082 -1.1520 3.7757 1.679 -0.992 -1.446
O -8.2845 1.0872 -2.1249 -0.003 -0.100 0.038
H -0.9014 6.1633 -9.1554 0.066 0.009 -0.086
H -2.5134 1.7337 -2.6898 -0.610 0.383 -1.038
C 4.2336 -1.6113 3.5740 -0.162 -1.185 0.243
H -4.4669 -1.9952 5.6874 0.084 0.040 0.107
H 2.4885 3.6751 -6.5763 -0.089 -0.086 0.097
H 1.7632 4.8441 -9.9209 -0.061 0.012 -0.197
H 2.8892 3.2608 5.5311 -0.033 -1.273 -0.249
H -3.1584 -0.0728 -1.7390 -1.009 -0.331 -0.285
C 8.4492 -1.6043 4.2568 -0.050 0.339 -0.189
C 0.5818 -0.9537 -5.1300 0.808 0.004 -1.279
C 1.8953 -0.6086 -2.8746 0.135 -0.329 -0.524
H 1.1482 -1.9061 8.5282 -0.139 -0.106 -1.075
H -0.5138 -0.4582 7.2091 0.174 -1.136 -0.598
H -4.3281 -3.7569 8.0270 -0.079 0.041 0.070
H 2.3734 -0.7088 2.7919 0.058 -0.142 1.505
C -6.9193 -7.6186 7.2199 -0.117 0.005 -0.059
H 8.5536 -2.3696 5.0265 -0.088 -0.069 -0.160
H -4.7281 -0.8929 -1.2733 0.489 0.644 -0.706
H 3.5784 -1.5574 1.1987 -0.386 -0.961 -0.028
H 0.7252 -3.3104 7.4850 0.445 1.227 0.129
H -5.5637 -0.5775 -7.0934 0.123 0.023 0.067
C 2.2874 -0.6509 6.1979 0.058 1.212 1.796
H -5.5873 0.7530 -9.1115 0.057 -0.054 -0.089
H -10.5823 0.4554 -3.3397 0.012 -0.065 0.080
H 5.2173 -3.4452 2.6531 -0.958 0.457 0.236
H -4.0265 -1.1781 -8.6996 0.155 0.043 -0.104
H -6.6410 -8.4603 7.8597 0.031 -0.032 -0.113
H -5.0066 -6.9411 8.7916 -0.065 0.116 -0.054
H 3.4408 3.8509 3.5618 0.800 -0.864 -0.186
H -7.2897 -8.0085 6.2695 -0.004 -0.041 0.059
C -2.2014 0.6232 -4.5628 0.908 0.127 -0.163
O 7.4923 -2.0672 3.3070 -0.191 -0.160 -0.027
H 0.8936 -1.0554 -2.5905 1.113 0.709 -0.078
H 1.5387 0.8933 -4.4462 0.343 -1.141 0.035
H 3.8456 0.9117 2.6767 -0.593 0.782 0.864
H 3.5810 -1.8366 -3.5479 -0.293 -0.203 1.223
H -2.6658 2.8250 -4.1643 0.208 -1.229 0.348
H -4.0400 -1.2990 8.4041 0.079 0.054 -0.163
C -9.3923 0.4079 -1.5414 -0.154 0.393 -0.102
H 0.4392 0.3187 -7.0171 -0.498 -0.331 1.156
H -4.8128 0.9232 -4.6175 0.571 1.088 0.544
O -3.8999 -1.6748 6.3988 0.289 0.134 -0.064
C 7.9937 -0.2934 4.8692 -0.022 0.031 0.095
C 3.5235 -2.6733 1.3251 0.842 -0.299 0.164
C 4.9845 -2.2776 -0.8528 -0.230 0.354 -0.330
C -5.7362 -6.6952 7.0038 -0.011 -0.367 0.293
H 1.5019 5.3538 -7.6912 -0.112 0.018 0.047
H -2.9378 0.0077 -5.1830 0.912 0.983 0.830
C 4.2991 -3.3285 0.1036 0.018 0.118 0.199
H 2.4487 -3.0291 1.3349 1.155 0.656 -0.051
H 5.1086 -3.9862 0.5466 -0.989 0.481 -0.763
H 3.3604 5.5418 -5.3074 0.012 -0.017 0.100
H 7.4111 -1.3911 2.6233 0.086 -0.130 0.047
C 1.1608 5.6917 -9.5770 -0.149 -0.212 0.326
H -5.7857 -3.4545 7.0971 -0.079 0.060 0.075
H 0.9964 1.4472 2.9590 0.793 0.487 -0.526
H 1.8219 -2.5870 5.7280 0.609 0.291 0.098
C -1.0137 1.1402 -5.4932 -0.457 -0.232 -0.064
H -6.0992 0.7142 -2.5568 1.526 0.830 0.398
H -4.9153 -7.2236 6.5082 -0.085 0.013 -0.179
C 2.3691 5.5706 -4.8470 -0.039 0.084 0.030
C 1.7325 4.1939 -4.8572 0.346 0.184 -0.085
C 1.7858 -0.2133 -4.4084 -1.034 0.811 0.325
C -0.3075 5.3177 -9.5089 -0.119 -0.012 -0.070
H -1.3609 -2.0352 7.3202 1.190 0.353 -0.332
H -2.8934 -0.0720 -7.9016 -0.084 -0.059 0.155
H -4.0008 1.0548 -9.8506 -0.067 0.014 0.004
H 3.7065 3.2729 1.0444 0.749 0.091 1.080
H -5.7562 -3.0780 8.8321 -0.009 -0.084 -0.060
C 1.8773 1.8516 2.3930 0.411 0.397 -0.269
H 7.8670 0.4710 4.0966 0.128 0.016 0.016
C 0.9059 -2.1920 7.4753 -1.139 -1.318 -0.207
H 1.3119 6.5232 -10.2668 0.095 0.011 0.136
C -10.6696 0.7392 -2.2888 -0.091 -0.078 -0.045
C 4.2031 -2.9827 2.7536 -1.330 1.151 -0.275
C 5.7117 2.3784 1.2133 -0.563 -0.079 -0.402
H -0.6789 5.0112 -10.4893 -0.028 -0.018 0.048
H 1.7687 6.2748 -5.4270 -0.013 -0.034 0.080
C -4.5264 0.9165 -8.9034 0.058 0.107 -0.044
H -4.8697 1.8421 -1.6696 -0.359 -1.149 -0.453
H -4.1414 -0.9488 -2.9952 -0.061 0.544 0.870
H 2.7604 -0.3128 -4.9750 -1.052 -0.156 0.680
C -2.8978 1.7970 -3.7496 -0.769 -0.144 -0.981
H 4.9008 4.4193 1.7247 -0.222 -1.277 0.179
H 3.4644 -3.6452 3.2958 1.237 0.253 -0.371
H 1.7286 2.9511 2.1750 -0.101 -1.260 0.255
H 6.5299 2.9853 0.7249 -0.772 -0.880 0.697
C -0.4259 -1.5469 6.9125 -0.300 0.365 0.455
H 4.6856 -0.3953 -1.9253 -0.787 -0.697 0.625
H 3.5701 -3.9543 -0.4944 0.993 0.566 0.633
H 2.3346 2.5117 7.9503 0.072 -0.795 -0.853
H -4.4534 1.8382 -8.3218 0.082 -0.058 -0.020
H -6.0235 -5.8455 6.3828 0.101 0.056 0.138
C 4.5736 3.3361 1.7701 0.379 0.106 -0.051
H -10.8646 1.8148 -2.2633 -0.048 -0.042 0.101
H 4.7314 -1.7805 4.5779 -0.621 0.271 -1.048
C 4.1246 2.9982 3.2550 -1.427 0.758 -0.876
C -0.2078 -0.0524 -6.1630 -0.656 0.036 0.088
H 4.8399 -0.8535 3.0116 -0.629 -0.575 0.561
H -0.1664 -1.3879 -4.4169 0.875 0.386 -0.464
H 0.7349 4.2311 -4.4169 -0.014 -0.120 -0.176
H 5.2652 1.7029 0.4193 0.620 0.731 0.811
C -5.0028 1.0233 -2.4391 -0.287 -0.128 -0.867
C 2.4065 1.7736 7.1186 0.270 -3.244 -3.016
H 4.9721 2.9797 3.9885 -0.642 -0.287 -0.808
C -4.6739 -1.6712 7.5975 -0.355 -0.297 -0.227
C 2.2076 0.3216 7.3292 0.603 2.393 -1.575
O 1.6291 6.0966 -8.2957 0.189 0.154 -0.006
H -5.5135 -0.9805 7.4712 0.007 0.043 0.179
H -11.5243 0.2177 -1.8528 -0.011 0.064 -0.030
H -8.4652 2.0334 -2.0717 0.076 -0.122 -0.041
C -4.4920 1.6622 -3.8231 0.250 -1.148 1.413
H 1.9408 1.3018 1.4068 -0.068 0.666 1.058
C 2.8400 1.1541 4.6525 0.459 2.588 1.784
H -1.4753 1.7868 -6.3021 0.612 -0.643 0.809
H 2.4671 5.9480 -3.8269 0.036 0.013 -0.042
H 1.9969 0.0111 8.3807 0.210 -0.098 -1.383
H 5.4213 -2.8170 -1.7495 -0.420 0.506 1.054
H 2.5288 -2.6459 -2.2471 0.754 0.851 -0.444
N 2.5978 -0.2112 4.9068 -0.545 1.228 1.201
H -4.9772 2.6580 -4.0010 0.371 -0.950 0.178
H 7.0247 -0.4160 5.3595 0.074 -0.058 0.050
C 3.0410 -1.6918 -2.5688 -0.723 0.875 0.381
C 4.0161 -1.1681 -1.4293 0.481 -0.124 -1.165
H -9.1900 -0.6630 -1.5876 0.159 0.097 -0.031
C 2.7354 2.1734 5.7101 -0.596 -2.583 1.271
C -4.2083 -0.3024 -2.0766 -0.053 0.475 -0.169
H 3.4215 -0.6095 -0.6567 0.525 -0.690 -0.510
O 1.6024 3.7160 -6.1939 -0.122 -0.024 -0.240
H -0.4648 4.4985 -8.8018 0.047 -0.044 -0.085
H -0.3334 1.8094 -4.8906 -0.628 -0.646 -0.613
H 2.0481 0.3492 -2.2944 -0.033 -1.138 -0.352
H 2.1231 -2.1006 3.8884 0.226 1.139 0.372
C -3.9465 -0.2491 -8.1260 -0.406 0.062 -0.113
H 8.7167 0.0673 5.6033 -0.048 0.052 -0.040